Record 1
Below is a cluster of 11 separate species, C36H64F2O21S3 in total in a non-equilibrium geometry, with properties calculated with the ωB97M-V functional and the def2-TZVPD basis.

Properties
- DFT total energy (Eh) = -4384.2130
- LUMO (spin up / spin down) (eV) = 1.888 / 1.848
- spin multiplicity = 2
- F_max (Eh/bohr) = 0.08378
- highest occupied orbital energy (spin up / spin down) (eV) = 0.497 / -6.501
- net charge = -1
- ⟨S²⟩ = 0.7510
- Kohn-Sham gap (spin up / spin down) (eV) = 1.4 / 8.3

Geometry (Å):
H -3.59061 3.94512 6.67876
H 0.46885 -5.78757 -0.43353
H 0.09496 -1.48371 -2.63484
O 3.41362 -1.16372 4.64023
O -5.07066 1.22703 -2.65622
C 3.11289 2.57277 5.69910
C 0.35182 3.53269 -3.14357
C 4.71233 -1.17846 4.59873
H 5.39627 3.37709 3.37471
C -1.74925 1.83549 8.17558
H -8.72371 2.76136 -3.70374
C -0.57334 -0.85717 -2.04414
C -3.76013 -2.74171 1.35986
H -4.46586 -3.56091 1.49756
H 3.15269 2.44123 6.77032
H -7.65714 2.57351 -5.14789
H 5.03648 -1.70985 1.48867
H 0.33536 -5.54567 -4.47786
H -4.47121 3.25939 -0.29686
C 2.22681 -3.54257 -5.17570
H -4.21355 -1.90758 0.82439
C -0.59178 -5.89288 -4.02185
C 4.42714 0.72566 -0.64533
O -0.31125 -1.09982 -0.67117
H -1.08010 -3.51566 -3.10256
C 3.22792 -4.39914 -3.12246
H -1.60047 -1.03259 -2.36402
H -2.92779 2.58717 0.21040
C 3.44914 0.24816 -1.46792
O 2.10796 -3.92264 -6.42228
H 3.86790 -3.55830 -2.85505
O -4.30347 6.09662 -0.87959
H -2.80474 6.90410 -4.31778
O 5.14818 0.02570 4.94516
H 6.54253 1.37195 5.17427
C 1.39365 -3.20070 -7.38779
O 1.62395 -2.57380 -4.64227
H -4.53245 -0.82559 -2.59483
C -8.00336 2.12438 -4.21702
C -4.10097 0.17143 -2.68349
O 3.06612 -4.36799 -4.55355
O 5.39652 -2.18665 4.42315
C -5.86622 1.26027 -3.66301
H -0.89576 2.51254 8.14009
H -0.64798 -6.95861 -4.24361
H -3.62060 0.22228 -3.66061
H -3.46768 -2.31282 2.31830
H -8.59617 1.21395 -4.30535
H 1.71407 -2.17047 -7.54288
S -2.51092 1.68376 6.46592
H -3.10562 7.93382 -2.87113
H -0.67065 -5.85295 -2.93544
C 3.35385 2.78988 2.95619
F 6.03926 0.44531 0.93825
C 4.98123 -0.03330 0.34252
F 1.10311 2.05474 2.65248
S -2.17753 -5.04307 -4.69130
H -2.43322 -2.75640 -3.81817
O -2.77370 -3.30754 0.56139
C 3.04330 -1.08056 -1.34972
C 4.27119 2.99360 5.18581
O 2.97073 3.24872 -2.61000
O -6.95024 1.99325 -3.28819
O -0.33637 -0.78964 1.41847
H 1.22045 1.81332 5.37835
C 1.22429 2.81654 -0.63959
H -1.07587 -3.12136 -4.93172
H -3.52164 3.32537 5.04158
C -0.84651 -0.37433 0.27276
H 3.70698 -5.32770 -2.81201
H 1.63557 3.34170 0.22247
C -1.62147 -3.44719 -4.04613
C 2.57499 -2.30387 4.39815
C -0.97054 -0.57528 2.63689
H 0.33628 -3.23339 -7.12510
C -3.45705 3.51819 0.00744
C 4.44798 3.08852 3.80351
C -3.47906 5.38663 -1.50614
H -1.37025 -1.46370 3.12579
C -2.95817 3.40942 5.97084
H -1.80573 0.11265 2.76852
H 1.53759 -2.07590 4.64296
O -2.02084 -5.06324 -6.20957
O -1.73415 0.44127 0.04212
C 3.62216 -1.83499 -0.27323
H -0.26564 0.14408 -2.34566
H 3.08916 0.82075 -2.30992
C -3.30923 6.97826 -3.35440
H 5.08156 3.24266 5.85490
H -2.05815 4.01040 5.84088
H -4.36816 6.91571 -3.60509
H 2.34655 -1.56941 -2.01453
S 1.75026 3.99673 -2.01259
C -1.83376 -4.06248 1.12308
H -0.03967 -5.96172 1.18415
H 2.29711 -4.34831 -2.55756
C 2.13509 2.40884 3.47975
H -1.43104 0.84273 8.49382
C 6.55941 0.31453 4.91031
H -0.30562 -0.11296 3.36644
H 1.45828 -3.71934 -8.34431
H 0.00417 2.50639 -3.02543
H 3.33782 -2.87623 -0.31014
O -5.71815 0.63051 -4.74117
H 1.66070 1.81822 -0.60786
C 4.55816 -1.26655 0.62781
H 3.59192 2.98915 1.92177
H 2.50245 -2.69935 3.38502
H -2.52432 2.02409 8.91841
C 0.14735 -5.20049 0.42675
O -2.96629 4.16660 -1.12629
O -1.00111 -4.52084 0.01083
H -0.49780 4.20268 -3.01178
H 0.68683 3.69500 -4.16803
H 1.05812 -4.62750 0.60079
H 7.06746 0.10002 3.97011
H 0.13711 2.73813 -0.63887
H 2.72170 -2.98990 5.23237
H -3.49456 4.21333 0.84618
O -1.60534 -4.30890 2.30785
H -3.35530 0.39178 -1.91960
O -2.89553 5.74668 -2.71853
H 7.15560 -0.05542 5.74446
C 2.03245 2.31616 4.87417
H 4.73812 1.73838 -0.85531
O -1.33838 1.16253 5.58233

Cartesian forces (eV/Å) of the 3 atoms listed first:
H -0.09 -0.50 0.37
H -0.26 -0.16 -0.37
H -0.10 -0.40 0.35

Results of the Löwdin charge analysis, in e, for atoms 1 through 99:
1. H 0.024
2. H 0.072
3. H 0.071
4. O 0.009
5. O 0.021
6. C -0.114
7. C -0.248
8. C -0.625
9. H 0.101
10. C -0.319
11. H 0.089
12. C -0.028
13. C -0.098
14. H 0.098
15. H 0.110
16. H 0.099
17. H 0.116
18. H 0.042
19. H 0.094
20. C -0.579
21. H 0.089
22. C -0.212
23. C -0.023
24. O 0.010
25. H 0.042
26. C -0.025
27. H 0.072
28. H 0.076
29. C -0.101
30. O 0.011
31. H 0.088
32. O 0.072
33. H 0.087
34. O -0.005
35. H 0.072
36. C -0.038
37. O 0.060
38. H 0.103
39. C -0.071
40. C -0.028
41. O -0.003
42. O 0.087
43. C -0.592
44. H 0.034
45. H 0.038
46. H 0.092
47. H 0.083
48. H 0.095
49. H 0.102
50. S 0.657
51. H 0.093
52. H 0.030
53. C -0.014
54. F 0.096
55. C -0.360
56. F 0.039
57. S 0.854
58. H 0.039
59. O -0.014
60. C -0.066
61. C -0.148
62. O -0.614
63. O -0.015
64. O 0.033
65. H 0.096
66. C -0.220
67. H 0.041
68. H 0.011
69. C -0.600
70. H 0.095
71. H 0.019
72. C -0.280
73. C -0.019
74. C -0.082
75. H 0.088
76. C -0.076
77. C -0.068
78. C -0.471
79. H 0.082
80. C -0.368
81. H 0.090
82. H 0.084
83. O -0.586
84. O 0.086
85. C -0.042
86. H 0.092
87. H 0.094
88. C -0.054
89. H 0.101
90. H 0.029
91. H 0.089
92. H 0.075
93. S 0.890
94. C -0.471
95. H 0.094
96. H 0.086
97. C -0.239
98. H 0.025
99. C -0.026

Record 2
Below is a structure of composition C30H30KN6OS2Te in a non-equilibrium geometry, with properties calculated with the ωB97M-V functional and the def2-TZVPD basis.

Properties
- DFT total energy (Eh) = -3229.0478
- LUMO (spin up / spin down) (eV) = 3.663 / 3.654
- spin multiplicity = 2
- F_max (Eh/bohr) = 0.08804
- highest occupied orbital energy (spin up / spin down) (eV) = 1.052 / 0.028
- ΔE to the lowest compared entry with this formula, charge and spin (kcal/mol) = 23.0
- net charge = -2
- ⟨S²⟩ = 0.7697
- Kohn-Sham gap (spin up / spin down) (eV) = 2.6 / 3.6

Geometry (Å):
H 4.18798 -2.48160 -4.67596
Te -2.40292 1.86230 -2.19186
N -0.12022 -0.75670 3.68184
S 1.32578 -2.19860 0.16544
H 5.14338 -4.26290 0.84054
C -5.46942 5.18140 -4.12456
H 0.85698 -5.56220 2.25074
H -2.55132 -3.86270 6.07084
H -0.14732 2.88610 -4.11066
H 5.77088 -2.67840 1.38494
C -1.64412 -3.28670 8.53244
C 2.74298 -1.07560 -5.36576
C 2.48648 -3.21000 0.80714
H -1.30182 -1.80560 2.19284
H 1.05858 0.27360 -5.79836
H 3.10768 -4.97510 1.59634
C 0.96018 4.49140 -3.19946
C 0.05418 -0.98800 6.12214
C -0.88962 3.34120 -2.13736
C -3.72652 3.28900 -3.02436
C 1.10488 5.30260 -2.06906
O 0.37098 -2.14190 -2.17066
C -0.32262 -1.61300 7.31744
C -1.44522 -2.43450 4.89694
C 1.43208 -0.47970 -5.12006
C 0.82178 0.54780 2.17534
H 1.41738 1.29540 1.66684
H -1.17432 1.46950 0.28254
C 0.25228 5.13380 -0.97316
H 0.36388 5.76200 -0.09886
H -5.99652 5.64640 -2.08796
C -0.74502 4.15370 -1.00696
H 4.75768 -3.66450 2.48124
N 2.30198 -4.49220 1.23184
C -1.81912 -3.05660 6.09504
H -4.45242 3.97190 -1.11156
H -4.74412 4.50390 -6.03686
N 3.75168 -2.71930 0.92524
C 0.78458 0.27250 3.52174
H 3.85208 -1.76370 0.60004
H 0.78678 -0.18860 6.18764
H 3.29718 -0.73640 -6.22776
H -3.19892 2.82830 -5.06436
C -4.68052 4.38660 -4.96276
C -0.57372 -1.03740 2.40924
C -1.25962 -2.64820 7.30774
C 1.07088 -5.25960 1.22234
C 4.93118 -3.37480 1.44154
N -0.02602 -0.27150 1.49114
H 1.87638 6.06120 -2.04266
C -5.38662 5.03080 -2.73646
C -0.03692 3.51110 -3.23406
H -6.14352 5.91350 -4.55016
C -4.51532 4.08510 -2.18606
H 1.61948 4.62270 -4.04766
S -0.88852 -0.26640 -3.60576
C 2.42948 -2.42420 -3.39476
H 2.72548 -3.16630 -2.67096
H 0.12308 -1.28260 8.25474
H 1.23848 -6.15420 0.61694
N -1.95522 -3.80350 9.52374
H -1.91342 -2.79410 3.98504
H -1.40412 4.02650 -0.15806
C -3.80902 3.44080 -4.41316
C -0.50402 -1.39330 4.89974
H 1.32228 0.72540 4.33944
H 0.22238 -4.70350 0.82274
K -0.42582 -0.29100 -0.94186
C 0.68778 -0.86390 -4.05376
N 1.21108 -1.83100 -3.21676
C 3.22578 -2.01640 -4.53116

Cartesian forces (eV/Å) of the 3 atoms listed first:
H 0.10 -0.07 0.02
Te -1.24 1.11 1.06
N -0.33 -0.22 -0.33

Charge distribution, Löwdin scheme, values in e:
1. H 0.081
2. Te 1.184
3. N -0.019
4. S 0.822
5. H 0.072
6. C -0.124
7. H 0.079
8. H 0.092
9. H 0.077
10. H 0.082
11. C -0.288
12. C -0.111
13. C -0.778
14. H 0.115
15. H 0.089
16. H 0.102
17. C -0.114
18. C -0.061
19. C -0.508
20. C -0.539
21. C -0.124
22. O -0.505
23. C -0.101
24. C -0.058
25. C -0.096
26. C -0.203
27. H 0.090
28. H -0.130
29. C -0.105
30. H 0.087
31. H 0.086
32. C -0.158
33. H 0.078
34. N -0.067
35. C -0.095
36. H 0.087
37. H 0.085
38. N -0.101
39. C -0.076
40. H 0.108
41. H 0.077
42. H 0.084
43. H 0.087
44. C -0.113
45. C -0.202
46. C -0.331
47. C -0.092
48. C -0.111
49. N -0.212
50. H 0.080
51. C -0.111
52. C -0.138
53. H 0.081
54. C -0.145
55. H 0.083
56. S 0.391
57. C -0.004
58. H 0.109
59. H 0.090
60. H 0.072
61. N 0.036
62. H 0.080
63. H 0.068
64. C -0.142
65. C -0.237
66. H 0.087
67. H 0.066
68. K 0.280
69. C -0.686
70. N -0.187
71. C -0.116

Record 3
Below is a cluster of 2 separate species, C9H22NOPS in total in a non-equilibrium geometry, with properties calculated with the ωB97M-V functional and the def2-TZVPD basis.

Properties
- DFT total energy (Eh) = -1225.4345
- LUMO (spin up / spin down) (eV) = -0.332 / -0.395
- F_max (Eh/bohr) = 0.11293
- highest occupied orbital energy (spin up / spin down) (eV) = -8.465 / -8.482
- ΔE to the lowest compared entry with this formula, charge and spin (kcal/mol) = 135.8
- Kohn-Sham gap (spin up / spin down) (eV) = 8.1 / 8.1

Geometry (Å):
C -3.32336 -0.70272 -0.14707
H -0.94911 -1.18679 -0.69021
C 3.05643 -0.76373 -0.51636
H 3.80289 -0.36317 0.31889
H -4.24422 -0.21441 0.06225
O 0.64515 1.46806 -2.45049
H 1.80784 -2.90668 -1.21420
C -2.27312 1.44318 -1.15433
C 2.43187 2.33443 0.74350
H 2.63257 3.24889 1.24022
H 2.05854 -2.43871 1.45311
S 0.81692 1.78264 1.39631
C -2.23990 0.38756 -0.03615
C 1.59024 -1.06087 -0.18009
H 0.79037 -1.59555 -2.08891
H -1.59482 2.24370 -0.98023
H -2.03215 0.87244 -1.93204
N -0.97045 -0.33026 -0.07178
C -2.49272 1.07033 1.37728
H 2.57388 2.35687 -0.34181
H 0.36358 -1.76383 1.44343
H 3.22532 1.64396 1.22199
H 3.17435 -0.11066 -1.34817
H -3.29287 -1.22398 -1.05213
H -3.36786 1.89628 -1.14834
H 1.89276 -0.94283 2.03487
C 1.49227 -1.55752 1.32395
H -3.18739 -1.20277 0.75466
P 0.48475 0.50016 -0.23402
H -3.04004 2.09373 1.29371
H -1.49215 1.23111 1.90472
H -2.99687 0.40127 2.07223
H 3.41538 -1.66464 -0.93787
H 0.18519 -2.77489 -0.97122
C 1.05674 -2.17060 -1.14570

Cartesian forces (eV/Å) of the 3 atoms listed first:
C 0.70 2.79 0.63
H -0.22 1.50 1.01
C 0.97 0.94 1.24

Charge distribution, Löwdin scheme, values in e:
1. C -0.034
2. H 0.102
3. C -0.105
4. H 0.124
5. H 0.079
6. O -0.527
7. H 0.064
8. C -0.066
9. C -0.443
10. H 0.005
11. H 0.063
12. S 0.643
13. C -0.649
14. C -0.634
15. H 0.108
16. H 0.049
17. H 0.019
18. N -0.188
19. C -0.056
20. H 0.037
21. H 0.101
22. H 0.048
23. H 0.058
24. H 0.073
25. H 0.134
26. H 0.017
27. C -0.099
28. H 0.057
29. P 0.805
30. H 0.115
31. H 0.006
32. H 0.061
33. H 0.051
34. H 0.067
35. C -0.086

Record 4
Below is a cluster of 3 separate species, C13H35BN3O5S in total in a non-equilibrium geometry, with properties calculated with the ωB97M-V functional and the def2-TZVPD basis.

Properties
- DFT total energy (Eh) = -1479.4921
- LUMO (eV) = -4.736
- F_max (Eh/bohr) = 0.02266
- highest occupied orbital energy (eV) = -9.313
- net charge = +1
- Kohn-Sham gap (eV) = 4.6

Geometry (Å):
H 0.31397 -1.00912 -0.46892
H -0.65439 -0.53986 -1.82310
C 3.83560 -0.25657 -2.17519
H 3.13011 -1.97632 -3.34031
H -2.73812 1.23349 -0.02237
H 3.06822 0.49497 -5.22308
H 2.14118 -0.52415 -3.53823
H -3.75708 0.60614 3.71316
H -0.17295 0.74871 2.17329
H 4.34063 1.31843 -6.10539
H 4.54536 -0.36925 -5.65972
H 4.18396 -0.78247 -1.28027
C -2.83454 0.18239 -0.34723
C -3.83162 0.42765 4.78961
H -3.30759 -0.85783 -2.18202
H -1.32194 0.11958 3.33240
H 5.28597 -1.75574 -4.03367
C -3.18138 0.16471 -1.82708
H 7.74478 -1.64013 -4.05147
H 0.78357 1.29056 -1.52127
B -6.93644 -0.01258 6.19662
H -6.86071 -1.96485 6.17467
O -5.86101 0.90525 6.53064
C 4.81475 1.05072 -4.01365
O -6.86171 -1.22616 6.78409
H 5.79067 1.47283 -4.26012
O -2.62154 0.63526 5.40286
C 7.16444 -0.73183 -3.88885
H -4.11472 0.70287 -1.99357
O -7.94628 0.47651 5.44489
C 0.08932 1.12464 -0.69655
H -0.69947 1.87376 -0.78045
S -5.11379 1.60717 5.34745
H -8.13893 -0.00118 4.63748
H -2.40645 -1.30686 1.76453
C -1.49085 -0.82493 1.39603
H 2.04546 -1.46077 -2.05662
H -1.86893 1.22962 2.07098
H 7.08936 -0.21978 -4.84794
C 5.80122 -1.09152 -3.32007
O -2.37781 -0.31305 7.42627
H -4.21306 -0.58539 4.95860
C -1.19547 0.39519 2.28428
H -3.67868 -0.23839 0.21077
C -0.46267 -0.30561 -0.77502
H -4.30129 2.39564 6.06620
C 4.14924 0.58776 -5.31819
H 7.71531 -0.09269 -3.19854
N -1.66887 -0.61699 -0.02254
H 5.94861 -1.67654 -2.40839
H 3.40076 0.68004 -1.81256
C 2.73098 -1.10180 -2.82690
H 4.24711 1.88329 -3.59059
H -0.69866 -1.56397 1.53714
N 5.00823 0.07036 -2.95912
N -2.27631 -0.58886 6.33553
H 0.64114 1.30885 0.22447
H -2.41669 0.64885 -2.43299

Cartesian forces (eV/Å) of the 3 atoms listed first:
H -0.04 -0.03 0.10
H -0.06 0.00 -0.01
C -0.09 -0.04 0.19

Charge distribution, Löwdin scheme, values in e:
1. H 0.106
2. H 0.104
3. C -0.253
4. H 0.069
5. H 0.100
6. H 0.053
7. H 0.056
8. H 0.100
9. H 0.064
10. H 0.072
11. H 0.067
12. H 0.110
13. C -0.283
14. C -0.402
15. H 0.084
16. H 0.045
17. H 0.102
18. C -0.084
19. H 0.074
20. H 0.065
21. B -0.815
22. H 0.131
23. O -0.223
24. C -0.246
25. O 0.244
26. H 0.101
27. O -0.191
28. C -0.089
29. H 0.074
30. O 0.233
31. C -0.070
32. H 0.068
33. S 1.265
34. H 0.134
35. H 0.102
36. C -0.249
37. H 0.051
38. H 0.065
39. H 0.065
40. C -0.275
41. O 0.199
42. H 0.121
43. C -0.084
44. H 0.110
45. C -0.243
46. H 0.067
47. C -0.080
48. H 0.081
49. N -0.198
50. H 0.117
51. H 0.103
52. C -0.081
53. H 0.113
54. H 0.117
55. N -0.202
56. N 0.112
57. H 0.059
58. H 0.068